2 unconnected molecules or ions with the total composition C6H16S2, computed with the ωB97M-V functional and the def2-TZVPD basis.

Positions of all 24 atoms, in Å:
H: 1.58 -2.66 7.97
H: 1.70 -4.45 7.93
C: 2.14 -3.52 7.53
H: 2.62 -2.77 5.52
C: 2.03 -3.56 6.03
H: 5.24 -1.22 7.97
S: 3.93 -3.38 8.10
C: -4.38 -2.98 0.56
H: -2.39 -2.49 4.40
H: 2.33 -4.54 5.62
H: -4.78 -2.02 0.19
H: 3.53 -1.09 7.46
H: -0.80 -2.86 3.66
C: -1.88 -2.77 3.46
H: -2.25 -2.53 -0.05
H: -2.26 -3.76 3.14
C: -2.90 -2.86 0.79
H: 4.69 -2.05 6.48
C: 4.41 -1.77 7.51
H: -2.56 -3.87 1.09
H: -4.86 -3.21 1.53
S: -2.52 -1.64 2.15
H: 0.96 -3.40 5.82
H: -4.63 -3.77 -0.16

HOMO energy (eV): -8.37
Energy relative to the best compared isomer or geometry (same formula, charge and spin) (kJ/mol): 112.6
Gap between HOMO and LUMO (Eh): 0.33651
SMILES string: CCSC.CCSC
LUMO energy (eV): 0.8